# 1
Here is the ion C25H26FN2O2 with charge +1 from OMol25. Energies are from ωB97M-V with the def2-TZVPD basis set.

The geometry in XYZ format:
```
56
Properties=species:S:1:pos:R:3:forces:R:3
H -3.13050 -4.36746 -0.09999 -0.04 -0.21 -0.03
H -0.41271 -2.32555 1.89379 0.07 -0.04 0.08
C -1.02795 1.92695 -1.19525 -0.06 0.26 0.00
C 4.81032 -1.57322 -0.68591 -0.07 -0.03 -0.05
H 0.28993 4.26405 0.80331 0.09 0.06 0.11
H -4.80753 1.94902 0.71502 -0.08 0.09 -0.02
H 0.02415 -3.85718 -0.71344 0.04 0.14 -0.06
C 4.82225 -0.49160 0.17514 -0.05 0.16 0.09
C 0.22892 -3.01834 -0.04464 0.00 -0.49 0.57
H -0.81227 -1.73406 -1.26494 0.12 0.05 0.12
H 0.16568 -0.93549 -0.20475 -0.21 -0.21 -0.23
C 3.66508 0.24149 0.42275 -0.13 -0.01 0.00
C 2.47985 -1.21799 -1.11232 -0.09 0.20 0.17
C -2.12599 -2.55954 0.67117 -0.01 -0.27 0.06
O 1.26868 0.51631 -0.05522 0.29 -0.29 0.20
C -3.11966 -3.31592 0.11373 0.34 -0.07 0.05
N -4.20341 -2.53462 -0.15682 -0.36 -0.16 -0.13
C 1.25982 1.94139 -0.01883 0.03 0.65 -0.02
H -1.81781 5.37634 0.23241 -0.02 0.10 0.04
H -3.43570 4.27239 -1.27872 -0.11 0.05 -0.03
F -0.79501 0.68623 -1.71527 -0.05 0.10 -0.07
H 1.54944 2.28717 0.97846 -0.04 -0.07 -0.25
H -5.74501 -0.15072 -0.19512 -0.13 0.03 -0.04
H -0.81796 -4.00517 1.54381 0.13 0.02 0.04
H 5.53366 2.02797 1.24116 -0.03 -0.03 0.02
H -2.54991 2.02306 1.64261 0.07 0.11 0.01
H 1.99540 2.32416 -0.73933 0.00 -0.15 0.11
C -1.60097 4.40205 -0.17615 -0.02 0.12 0.05
O 3.59332 1.28404 1.28800 -0.37 -0.28 -0.28
H -5.08110 -2.86486 -0.52114 0.08 0.01 0.02
N 0.11448 -1.76936 -0.82523 -0.22 0.26 0.05
H -2.90811 2.01849 -2.18479 -0.08 -0.09 -0.05
H 5.71898 -2.12795 -0.85378 0.10 -0.06 -0.02
H 1.25280 -3.10243 0.32408 -0.02 0.07 -0.14
C -3.94665 -1.25421 0.24294 0.40 0.41 0.16
C -2.92026 1.09064 1.24472 0.14 0.03 0.16
C 3.64184 -1.94739 -1.31948 -0.03 0.04 0.02
H 1.32438 -2.48825 -2.40464 -0.11 0.03 0.10
C -0.76805 -3.00363 1.11676 -0.14 -0.01 -0.28
C -0.09155 2.51670 -0.36024 -0.05 -0.34 -0.07
C 2.48121 -0.12034 -0.24701 0.24 -0.01 -0.04
C -2.22324 2.53351 -1.53063 0.21 -0.13 -0.10
C -4.74359 -0.11599 0.20498 -0.08 0.06 -0.01
C 4.76768 1.70631 1.95140 0.26 0.11 0.18
H 4.46440 2.55366 2.56337 0.08 -0.06 -0.03
H -1.12377 0.02245 1.68721 0.13 0.03 0.08
C -0.41357 3.77381 0.14757 -0.05 -0.14 -0.05
H 0.90546 -0.76315 -2.48470 -0.12 -0.13 0.10
H 5.74188 -0.22610 0.66874 0.08 0.06 0.08
C -2.11862 -0.02630 1.26713 -0.12 0.03 0.05
C 1.19954 -1.57686 -1.81838 0.51 0.27 -0.42
H 5.16617 0.91927 2.59669 -0.01 0.02 -0.04
C -4.21374 1.04851 0.71445 -0.14 -0.09 0.00
H 3.63062 -2.79284 -1.98865 -0.01 -0.12 -0.09
C -2.63180 -1.22440 0.76454 -0.45 -0.02 -0.16
C -2.50952 3.78490 -1.02057 0.10 -0.05 0.00
```
Positions in Å, forces in eV/Å.

SMILES: COc1cccc(C[NH2+]CCc2c[nH]c3ccccc23)c1OCc1ccccc1F
charge: +1
HOMO level: -10.7 eV
ΔE to the lowest compared entry with this formula, charge and spin: 0.0 kcal/mol
orbital gap: 8.74 eV

# 2
Here is a cluster of 5 separate species, C8H20BrCl8OPSi in total from OMol25. Energies are from ωB97M-V with the def2-TZVPD basis set.

The geometry in XYZ format:
```
40
Properties=species:S:1:pos:R:3:forces:R:3
C 2.87274 3.90595 4.67183 -0.07 -0.30 -0.14
H 2.17151 5.43801 -1.66755 0.12 -0.25 0.07
H -6.59162 -5.26331 0.99299 0.05 0.19 0.06
Cl 1.51100 3.27297 -0.99081 0.02 0.02 0.05
Cl -5.83605 -3.40015 -0.21325 -0.26 -0.05 0.13
H 3.80655 3.33837 4.71956 -0.13 0.11 -0.10
Cl 0.78949 4.74669 3.09563 0.01 0.04 0.01
H 2.34397 3.01980 2.78144 0.01 0.15 0.12
C -5.91624 -4.43664 1.23340 -0.08 -0.26 0.33
P 3.95320 -1.50600 -3.49416 2.47 -0.51 -0.59
H 2.41912 4.22214 -2.93248 0.11 -0.03 0.17
Cl 3.20140 5.49947 5.39714 -0.03 0.03 0.02
H 4.35914 3.25793 -1.58709 -0.17 0.22 0.13
H 1.52575 -3.39358 -3.03028 0.35 -0.17 -0.14
O 5.03669 -2.54248 -2.59109 -1.53 -0.55 -1.30
Si 1.82269 -1.95150 -2.99686 -0.88 0.31 0.83
H 1.04595 -1.30993 -4.08848 0.26 0.05 0.08
C 4.01141 4.29054 -1.48439 -0.06 -0.07 -0.36
H 5.07494 -3.43604 -3.07857 -0.06 2.09 0.90
H -4.91923 -4.85238 1.40909 -0.18 0.20 -0.02
C -6.43227 -3.68553 2.45026 -0.19 -0.18 -0.07
C 2.54630 4.42872 -1.86590 0.15 0.16 -0.14
H -2.86506 -4.06629 -1.62961 0.04 0.25 -0.03
H -3.34904 -2.38032 0.22154 0.13 -0.01 -0.21
Br 4.47029 0.61292 -2.72164 -0.49 -1.34 0.01
C -3.05486 -3.00507 -1.81812 -0.19 0.01 0.24
H 3.10127 4.61401 2.62701 -0.23 -0.10 0.23
H 1.42297 -1.44091 -1.68645 -0.15 0.14 0.19
Cl -1.02267 -2.45215 -0.05868 0.05 -0.01 -0.03
H -4.11798 -2.88557 -2.04792 0.36 0.06 0.02
H -2.78045 -1.08058 -0.84010 0.10 -0.26 -0.04
Cl -5.27573 -2.45805 3.02394 0.01 0.01 -0.08
C 2.40899 4.01651 3.22825 0.29 -0.14 0.04
Cl -2.15570 -2.53410 -3.28210 0.13 0.01 -0.05
H -7.38319 -3.18483 2.24163 0.28 -0.07 -0.04
C -2.68667 -2.14833 -0.61744 -0.32 0.05 -0.04
Cl 4.32349 4.81519 0.18920 0.04 -0.01 -0.01
H 2.13177 3.39539 5.29533 0.10 0.21 -0.17
H 4.62560 4.92208 -2.13342 -0.17 -0.05 0.11
H -6.58949 -4.38291 3.27812 0.09 0.05 -0.18
```
Positions in Å, forces in eV/Å.

SMILES: OP([SiH3])Br.ClCCCl.ClCCCl.ClCCCl.ClCCCl
charge: 0
HOMO level: -8.6 eV
orbital gap: 8.36 eV

# 3
Here is an isolated molecule of C4H7NS from OMol25. Energies are from ωB97M-V with the def2-TZVPD basis set.

The geometry in XYZ format:
```
13
Properties=species:S:1:pos:R:3:forces:R:3
H 1.54899 -1.93196 0.32148 -0.64 -0.38 0.42
S -3.33397 -0.29861 -0.16930 0.10 -0.13 0.04
C -0.66488 0.19248 -0.42611 -0.62 0.96 -0.25
C 0.55121 0.05596 0.36752 0.22 -0.41 -1.15
H -0.80468 -0.30453 -1.35306 0.28 -0.65 -0.61
H 0.18021 2.01468 0.09653 -0.30 0.71 0.26
C -1.93158 0.35340 0.28176 -0.39 0.86 -0.10
H -1.93128 1.02853 1.13925 0.19 -0.10 0.17
N 0.42006 1.25254 -0.50620 -0.61 -1.55 0.74
H 2.54067 -0.55897 0.14639 0.17 0.02 -0.24
C 1.55277 -0.94715 -0.11113 1.23 0.48 -0.04
H 0.36498 0.20872 1.41218 0.41 -0.02 0.53
H 1.50750 -1.06510 -1.19929 -0.06 0.20 0.23
```
Positions in Å, forces in eV/Å.

SMILES: C[C@H]1N[C@@H]1C=S
charge: 0
HOMO level: -8.8 eV
ΔE to the lowest compared entry with this formula, charge and spin: 44.5 kcal/mol
orbital gap: 8.57 eV